No. 1
A structure of composition C36H46BaBrF4N4O4S3. Source: OMol25; level of theory: ωB97M-V with the def2-TZVPD basis set.

## Properties
gap between HOMO and LUMO = 6.251 eV
LUMO level = 2.03 eV
energy above the lowest of the compared OMol25 structures with the same formula, charge and spin = 15.7 kcal per mole
charge = -1
HOMO level = -4.223 eV

Last column: Löwdin charge in e.
Positions of all 99 atoms, in Å:
Ba1 0.31600 -0.24147 0.24166  1.69
C1 4.69986 -3.44076 -0.83194  -0.08
C2 3.73625 -2.27050 -0.64110  -0.27
N1 2.34525 -2.63709 -0.36170  -0.21
C3 2.18174 -3.48257 0.81874  -0.27
C4 2.63407 -2.81445 2.10586  -0.08
C5 1.68105 -3.24320 -1.53279  -0.19
C6 0.30700 -2.62957 -1.81781  -0.27
N2 -0.41904 -2.48684 -0.56523  -0.24
C7 -1.65836 -2.96002 -0.36794  -0.22
C8 -2.09172 -3.10685 0.97648  -0.17
F1 -1.21431 -2.78286 1.96649  0.05
C9 -3.33992 -3.54645 1.33036  -0.25
F2 -3.64789 -3.60974 2.65132  0.05
C10 -4.29056 -3.90772 0.39039  0.02
C11 -3.90347 -3.77141 -0.92693  -0.24
F3 -4.78757 -4.05734 -1.91178  0.06
C12 -2.65686 -3.31544 -1.30251  -0.15
F4 -2.42232 -3.14872 -2.63228  0.05
H1 5.65695 -3.07231 -1.20598  0.07
H2 4.89369 -3.98286 0.09548  0.06
H3 4.31432 -4.15698 -1.55992  0.07
H4 4.09688 -1.63221 0.17021  0.09
H5 3.72632 -1.63500 -1.52800  0.05
H6 1.11812 -3.70726 0.89053  0.10
H7 2.70760 -4.44486 0.70132  0.11
H8 2.09325 -1.87860 2.27935  0.05
H9 2.42681 -3.46302 2.95836  0.08
H10 3.70189 -2.58875 2.11183  0.06
H11 2.31964 -3.11074 -2.40905  0.10
H12 1.56077 -4.32311 -1.37249  0.12
H13 0.48126 -1.65346 -2.30894  0.05
H14 -0.20543 -3.25702 -2.54978  0.11
H15 -5.28215 -4.22743 0.66616  0.12
O1 -0.10042 1.45322 2.77948  -0.06
C13 -1.26841 2.04509 3.17888  -0.24
C14 -1.20556 3.21337 3.93142  -0.01
C15 -2.36662 3.81478 4.39196  -0.10
C16 -3.59742 3.25569 4.08807  -0.12
C17 -3.64614 2.09976 3.31811  -0.06
C18 -2.50318 1.47455 2.83988  -0.09
C19 -2.56318 0.14963 2.07353  -0.42
O2 -1.66664 0.08964 1.07234  -0.64
N3 -3.96452 -0.15762 1.61966  0.01
N4 -4.29578 -0.39596 0.33126  0.04
C20 -3.85957 0.26606 -0.66028  -0.24
C21 -3.04254 1.49373 -0.71436  -0.59
Br1 -1.62155 1.33002 -2.00265  0.78
C22 -3.31363 2.59383 -0.02525  -0.09
C23 -2.69688 3.92703 0.10274  -0.19
C24 -3.27980 4.77380 1.04975  -0.05
C25 -2.80180 6.05447 1.27020  -0.09
C26 -1.72529 6.52611 0.53337  -0.10
C27 -1.13771 5.70023 -0.41418  -0.10
C28 -1.60648 4.41201 -0.62350  -0.05
H16 0.66104 1.91607 3.19734  0.03
H17 -0.23337 3.63599 4.15805  0.11
H18 -2.30319 4.71950 4.98330  0.10
H19 -4.51204 3.71228 4.44328  0.09
H20 -4.60201 1.65777 3.06452  0.11
H21 -2.37098 -0.64228 2.81976  0.15
H22 -4.32308 -0.94397 2.14459  0.11
H23 -4.22023 -0.08539 -1.62399  0.10
H24 -4.17424 2.45695 0.62606  0.12
H25 -4.11156 4.40299 1.63598  0.10
H26 -3.26770 6.67926 2.02077  0.10
H27 -1.34546 7.52686 0.69602  0.10
H28 -0.29698 6.05227 -0.99730  0.10
H29 -1.11575 3.79391 -1.35698  0.04
C29 4.34760 0.77666 5.42128  -0.11
C30 5.08912 0.97627 4.10646  -0.28
C31 4.29904 0.54071 2.87844  -0.34
S1 3.00864 1.66196 2.33606  0.90
O3 2.35859 2.31377 3.54286  -0.51
C32 4.04323 2.91835 1.57750  -0.36
C33 3.27978 4.22946 1.47103  -0.28
C34 1.98016 4.14486 0.68314  -0.11
H30 4.99203 1.03498 6.26205  0.07
H31 4.05423 -0.26855 5.53836  0.08
H32 3.44741 1.38702 5.46896  0.06
H33 6.00306 0.37460 4.11445  0.11
H34 5.41397 2.01359 4.00280  0.10
H35 3.82282 -0.42639 3.03992  0.07
H36 4.92903 0.44656 1.98885  0.10
H37 4.31733 2.52243 0.59649  0.03
H38 4.93154 3.03511 2.20028  0.09
H39 3.95695 4.94337 0.99369  0.11
H40 3.08411 4.59900 2.47922  0.10
H41 2.14186 3.73032 -0.31469  0.04
H42 1.54095 5.13696 0.58429  0.06
H43 1.23167 3.52842 1.18712  0.06
C35 4.80014 1.39435 -4.79629  -0.15
O4 4.40355 1.58016 -3.44511  -0.26
C36 3.42722 0.79805 -2.94305  -1.34
S2 2.67785 -0.35752 -3.89217  0.59
S3 3.05397 1.19651 -1.32541  0.49
H44 5.56472 2.15093 -4.96201  0.08
H45 3.95817 1.53472 -5.47423  0.07
H46 5.20441 0.39383 -4.95166  0.07

=====

No. 2
A cluster of 7 separate species, H14O7 in total. Source: OMol25; level of theory: ωB97M-V with the def2-TZVPD basis set.

## Properties
gap between HOMO and LUMO = 9.925 eV
LUMO level = -0.54 eV
energy above the lowest of the compared OMol25 structures with the same formula, charge and spin = 81.4 kcal per mole
HOMO level = -10.470 eV

Last column: Löwdin charge in e.
Positions of all 21 atoms, in Å:
O1 -2.10270 1.72481 1.44974  -0.08
H1 -1.89354 2.53321 1.08897  -0.04
H2 -1.27410 1.18063 1.86079  0.13
O2 0.30564 0.04660 0.44061  -0.10
H3 0.78524 -0.34555 -0.23287  -0.05
H4 -0.23215 0.72101 -0.19413  0.06
O3 2.24702 -1.33086 -1.22438  -0.10
H5 2.04651 -2.34840 -1.18764  0.15
H6 2.24167 -0.83920 -2.08458  0.09
O4 -0.41288 -1.43438 2.68384  -0.09
H7 -1.32123 -1.49754 3.00716  0.03
H8 -0.37753 -1.05201 1.77914  -0.01
O5 -2.54320 -1.04703 -1.06534  0.00
H9 -2.18069 -0.18341 -1.21573  -0.02
H10 -3.31547 -0.85530 -0.68260  -0.04
O6 4.06028 -0.10998 0.43028  0.03
H11 3.45996 0.50026 0.32204  -0.07
H12 3.62512 -0.67934 -0.14995  -0.04
O7 -1.06160 1.32807 -1.43119  -0.03
H13 -0.74879 1.42003 -2.30976  0.07
H14 -1.30756 2.26838 -1.28440  0.11

=====

No. 3
A structure of composition C47H39ClCuO5P2S2. Source: OMol25; level of theory: ωB97M-V with the def2-TZVPD basis set.

## Properties
gap between HOMO and LUMO = 5.783 eV
LUMO level = 2.37 eV
energy above the lowest of the compared OMol25 structures with the same formula, charge and spin = 51.6 kcal per mole
charge = -1
HOMO level = -3.416 eV

Last column: Löwdin charge in e.
Positions of all 97 atoms, in Å:
Cu1 -20.89554 2.10333 -1.16108  -0.09
O1 -18.87843 0.70287 -1.91654  -0.09
C1 -17.66183 0.76144 -1.22506  -0.26
C2 -16.73422 -0.27350 -1.32090  0.00
C3 -15.53768 -0.12366 -0.59497  -0.07
C4 -15.26781 1.01994 0.14712  -0.10
C5 -16.23297 2.01801 0.26486  -0.07
C6 -17.47679 1.85979 -0.39831  -0.24
P1 -18.79472 3.12603 -0.26899  1.11
C7 -19.24917 3.55148 1.47917  -0.35
C8 -20.41181 4.23674 1.71311  -0.12
C9 -21.02029 4.32999 2.93462  -0.04
C10 -20.25283 3.81978 4.01826  -0.09
C11 -19.07225 3.13456 3.83544  -0.10
C12 -18.55894 2.98772 2.54272  -0.08
C13 -17.93745 4.51108 -0.95006  -0.37
C14 -17.72472 5.58978 -0.12090  -0.10
C15 -17.11073 6.78070 -0.57315  -0.08
C16 -16.62917 6.81415 -1.87298  -0.10
C17 -16.71166 5.67336 -2.68624  -0.10
C18 -17.36527 4.54882 -2.25377  -0.09
C19 -18.88753 0.68557 -3.33925  -0.22
C20 -17.76825 0.63787 -4.17200  -0.02
C21 -17.91156 0.27386 -5.50447  -0.10
C22 -19.14095 -0.00752 -6.00716  -0.13
C23 -20.27606 0.05503 -5.23055  -0.06
C24 -20.17496 0.47289 -3.86404  -0.26
P2 -21.64868 0.52886 -2.76779  1.05
C25 -23.22564 0.85098 -3.63792  -0.33
C26 -23.27914 1.76260 -4.70856  -0.11
C27 -24.53213 2.14348 -5.21910  -0.09
C28 -25.74514 1.69484 -4.67929  -0.10
C29 -25.69597 0.77718 -3.63265  -0.10
C30 -24.47317 0.36681 -3.13171  -0.10
C31 -21.81610 -1.19951 -2.25687  -0.31
C32 -22.47499 -2.10598 -3.14946  -0.10
C33 -22.20933 -3.45599 -2.96650  -0.09
C34 -21.48356 -3.90681 -1.79723  -0.09
C35 -21.03062 -2.98140 -0.85109  -0.11
C36 -21.09741 -1.60933 -1.08193  -0.06
H1 -16.97758 -1.10207 -1.96129  0.12
H2 -14.75520 -0.86002 -0.74458  0.10
H3 -14.32610 1.06643 0.66341  0.09
H4 -16.05893 2.85435 0.99827  0.12
H5 -20.81118 4.79582 0.88089  0.06
H6 -22.01654 4.65367 2.98464  0.09
H7 -20.64214 4.00886 5.02635  0.10
H8 -18.60740 2.59036 4.63865  0.09
H9 -17.63082 2.41236 2.37014  0.09
H10 -18.05776 5.50628 0.92517  0.10
H11 -17.16388 7.67901 0.06859  0.11
H12 -16.11100 7.70335 -2.20409  0.09
H13 -16.33190 5.69969 -3.73912  0.11
H14 -17.60067 3.72178 -2.91822  0.09
H15 -16.77589 0.75144 -3.75219  0.11
H16 -16.97974 0.16106 -6.11498  0.12
H17 -19.23806 -0.23555 -7.07909  0.11
H18 -21.27934 -0.18220 -5.67872  0.12
H19 -22.37385 2.22203 -5.09083  0.08
H20 -24.53115 2.74628 -6.13076  0.10
H21 -26.69100 2.03345 -5.11402  0.10
H22 -26.61839 0.37645 -3.22243  0.10
H23 -24.50457 -0.38864 -2.35786  0.10
H24 -23.15377 -1.78349 -3.94960  0.10
H25 -22.52510 -4.17131 -3.72489  0.09
H26 -21.39135 -4.97725 -1.53605  0.10
H27 -20.69199 -3.32154 0.12520  0.10
H28 -20.72237 -0.84291 -0.40150  0.10
C37 -24.36552 5.12677 -1.79637  -0.10
O2 -23.29308 4.19655 -2.20948  -0.24
C38 -22.02129 4.61160 -2.06789  -1.28
S1 -21.61970 6.08937 -1.42163  0.56
S2 -20.91398 3.60191 -2.94701  0.61
H29 -24.13769 6.11711 -2.18138  0.04
H30 -24.45189 5.26111 -0.70118  0.08
H31 -25.28951 4.74512 -2.16883  0.07
C39 -25.49690 -0.21887 4.83358  -0.05
C40 -26.29094 -0.13382 3.56988  -0.22
C41 -27.65936 -0.48359 3.55037  -0.08
C42 -28.44845 -0.18121 2.38055  -0.68
Cl1 -30.09915 -0.59746 2.59887  0.63
C43 -27.88759 0.38339 1.20179  -0.09
C44 -26.53778 0.70446 1.24054  0.01
C45 -25.77411 0.51898 2.42229  -0.23
O3 -24.66710 1.36798 2.55049  -0.08
C46 -23.40729 0.80609 1.99953  -0.05
C47 -23.00181 1.34855 0.59115  -0.57
O4 -23.88414 1.51797 -0.28622  -0.01
O5 -21.70905 1.39992 0.44869  -0.15
H32 -26.19851 -0.25175 5.66998  0.07
H33 -24.80100 0.66387 4.86209  0.09
H34 -24.83498 -1.14953 4.75192  0.11
H35 -28.16329 -0.88618 4.41583  0.09
H36 -28.55842 0.60931 0.35333  0.11
H37 -26.03298 1.10214 0.35368  0.11
H38 -23.48264 -0.32032 1.86476  0.15
H39 -22.57400 1.07572 2.65505  0.11

=====

No. 4
A structure of composition C6H7NO3. Source: OMol25; level of theory: ωB97M-V with the def2-TZVPD basis set.

## Properties
gap between HOMO and LUMO = 10.496 eV
LUMO level = 0.45 eV
energy above the lowest of the compared OMol25 structures with the same formula, charge and spin = 89.8 kcal per mole
HOMO level = -10.047 eV

Last column: Löwdin charge in e.
Positions of all 17 atoms, in Å:
O1 1.72245 -0.34750 -1.66608  0.09
C1 0.89548 0.50748 -1.02425  -0.34
C2 0.99880 1.87822 -0.46183  -0.13
O2 -0.19935 2.35631 -1.06496  -0.02
C3 -0.60343 0.98327 -1.22134  -0.11
C4 -0.89588 0.54553 0.24789  -0.17
C5 -1.36880 -0.83470 0.37264  -0.13
N1 -1.80579 -1.90829 0.24745  0.17
C6 0.61375 0.68478 0.44565  -0.05
H1 2.03322 0.04745 -2.48873  0.12
H2 1.82802 2.55612 -0.27026  0.16
H3 -1.30033 0.79901 -2.04189  0.17
H4 -1.56098 1.21502 0.81224  0.16
H5 1.21959 0.39893 1.30428  0.15
O3 -0.59596 -3.05226 2.64650  -0.11
H6 0.15322 -2.52508 2.32882  0.01
H7 -1.13400 -3.30427 1.83387  0.03

=====

No. 5
A cluster of 2 separate species, C6H13BBrFNO5P in total. Source: OMol25; level of theory: ωB97M-V with the def2-TZVPD basis set.

## Properties
gap between HOMO and LUMO = 8.277 eV
LUMO level = -0.90 eV
energy above the lowest of the compared OMol25 structures with the same formula, charge and spin = 4.7 kcal per mole
HOMO level = -9.177 eV

Last column: Löwdin charge in e.
Positions of all 29 atoms, in Å:
C1 -2.34220 1.24407 -0.70755  0.02
C2 -1.14155 0.90187 0.12976  -0.47
O1 -0.97140 1.34512 1.25945  0.10
O2 -0.25960 -0.01367 -0.38137  -0.04
C3 0.36317 0.35081 -1.61436  -0.18
B1 0.94723 -1.02063 -2.19434  -0.46
C4 2.21526 -1.65918 -1.53038  -0.12
C5 1.91960 -3.00503 -0.89528  -0.23
F1 0.72115 -2.96949 -0.22046  -0.03
P1 0.09072 -1.72263 -3.72529  0.55
O3 0.53944 -3.30936 -3.79789  -0.38
Br1 -2.06576 -1.81956 -3.18217  0.34
H1 -2.45136 2.31799 -0.69180  0.09
H2 -3.20290 0.82452 -0.20748  0.10
H3 -2.25485 0.87509 -1.71465  0.03
H4 1.20033 1.01671 -1.41513  0.12
H5 -0.32002 0.84835 -2.29434  0.09
H6 3.00044 -1.81108 -2.26772  0.12
H7 2.59695 -0.99041 -0.76783  0.11
H8 1.88636 -3.79847 -1.63125  0.10
H9 2.70257 -3.24479 -0.18548  0.12
H10 0.94276 -3.43646 -4.65567  0.04
C6 -0.51990 2.54752 4.04370  0.03
N1 -0.68403 2.94340 5.46968  -0.46
O4 -1.55451 2.40176 6.11293  0.07
O5 0.07126 3.78972 5.89449  0.06
H11 -1.25374 1.79135 3.80373  0.08
H12 -0.66379 3.43719 3.44033  0.10
H13 0.48837 2.16530 3.92638  0.10

=====

No. 6
A structure of composition C19H54BF3N2O11Pt. Source: OMol25; level of theory: ωB97M-V with the def2-TZVPD basis set.

## Properties
expectation value of S² = 2.00
gap between HOMO and LUMO (alpha / beta) = 7.718 / 8.002 eV
LUMO level (alpha / beta) = -0.30 / -0.36 eV
multiplicity = 3
HOMO level (alpha / beta) = -8.019 / -8.364 eV

Last column: Löwdin charge in e.
Positions of all 91 atoms, in Å:
Pt1 0.70782 -1.49298 -0.57353  1.18
C1 -1.56881 -2.81848 1.39636  -0.43
O1 -0.98582 -1.82948 2.25029  -0.14
O2 -0.85203 -2.83394 0.23839  -0.26
C2 -1.70013 -4.11322 2.20745  -0.54
F1 -0.49381 -4.67933 2.44211  0.12
F2 -2.25640 -3.94360 3.42066  0.13
F3 -2.46085 -5.01778 1.55386  0.14
C3 -1.80586 -1.15116 3.23520  -0.23
C4 -0.94660 -0.00237 3.69845  -0.07
H1 -0.12350 -0.33982 4.33148  0.08
H2 -0.61134 0.55939 2.83007  0.06
H3 -1.54218 0.65234 4.34238  0.08
H4 -2.06635 -1.83318 4.04421  0.11
H5 -2.68452 -0.78791 2.69287  0.11
H6 -2.58216 -2.43193 1.19905  0.14
B1 -0.39260 0.63948 -0.85181  -0.47
H7 -0.57257 0.89518 0.26315  -0.01
H8 -0.90997 -0.34242 -1.08551  -0.02
H9 -0.66156 1.53604 -1.52765  0.01
H10 0.73017 0.47797 -0.96474  -0.06
C5 1.72027 2.74309 2.03685  -0.23
C6 1.53354 4.25127 2.14772  -0.22
O3 2.53593 4.89780 2.95730  -0.06
O4 2.96972 2.33078 1.47237  -0.08
H11 0.91359 2.37862 1.39793  0.09
H12 1.62796 2.31357 3.03582  0.12
H13 0.51625 4.51925 2.41585  0.12
H14 1.76207 4.60678 1.13810  0.11
H15 3.13590 5.33402 2.35293  0.07
H16 3.45420 3.08723 1.13098  0.08
C7 -4.47808 -0.09215 0.21014  -0.21
C8 -5.78516 0.65267 0.03748  -0.23
O5 -5.93573 1.54769 -1.07107  -0.08
O6 -3.44271 0.79752 0.59674  -0.10
H17 -4.25955 -0.58216 -0.74471  0.13
H18 -4.57391 -0.88934 0.95099  0.11
H19 -5.95027 1.29575 0.90835  0.12
H20 -6.65208 -0.00215 -0.01594  0.12
H21 -5.11251 2.00783 -1.28005  0.05
H22 -2.58436 0.35701 0.52982  0.06
C9 -2.57631 3.88532 -0.96165  -0.20
C10 -1.55379 4.04512 0.16368  -0.23
O7 -0.56091 5.03556 -0.12478  -0.09
O8 -3.52662 2.89353 -0.54333  -0.11
H23 -2.05236 3.52506 -1.85584  0.10
H24 -3.13197 4.77742 -1.24098  0.12
H25 -1.03005 3.08862 0.25928  0.08
H26 -2.05142 4.37458 1.07410  0.13
H27 0.10696 4.64841 -0.69670  0.04
H28 -3.03085 2.10171 -0.28060  0.03
C11 1.30506 3.26865 -2.78009  -0.13
O9 1.34402 3.13986 -1.36692  -0.16
H29 2.04957 2.57580 -3.18167  0.06
H30 0.31194 3.09814 -3.20241  0.08
H31 1.60554 4.28412 -3.03804  0.09
H32 0.95208 2.29785 -1.10744  -0.01
C12 2.43669 -0.28269 -4.31876  -0.05
C13 1.55859 -0.85455 -3.20347  -0.44
C14 0.81033 -2.06105 -3.77821  -0.16
O10 -0.05144 -2.50590 -2.72466  -0.28
C15 -1.06359 -3.39427 -3.13211  -0.08
N1 2.36805 -1.11932 -2.01572  -0.01
H33 1.80851 0.12420 -5.11286  0.09
H34 3.13296 -0.99741 -4.76407  0.09
H35 3.02229 0.52195 -3.86913  0.07
H36 0.75754 -0.13495 -3.04181  0.12
H37 1.44172 -2.87698 -4.14901  0.14
H38 0.21042 -1.69045 -4.61459  0.14
H39 -1.61280 -3.70156 -2.24299  0.09
H40 -0.71045 -4.27856 -3.67103  0.09
H41 -1.77723 -2.86633 -3.77652  0.10
H42 3.09581 -1.77426 -2.30948  0.12
H43 2.91520 -0.26680 -1.89281  0.10
C16 3.65079 -1.15984 2.80135  -0.04
C17 3.02352 -1.56720 1.45812  -0.38
C18 2.64590 -3.05120 1.39694  -0.13
O11 2.22650 -3.24526 0.01963  -0.35
C19 2.13163 -4.59586 -0.41590  -0.07
N2 1.77839 -0.76063 1.31710  0.03
H44 2.87083 -1.19728 3.56088  0.09
H45 4.08885 -0.17571 2.62230  0.08
H46 4.50131 -1.73542 3.17475  0.08
H47 3.76772 -1.38684 0.68225  0.14
H48 1.81178 -3.47578 1.95945  0.13
H49 3.57783 -3.62512 1.44150  0.13
H50 1.30172 -5.09061 0.09530  0.09
H51 3.08609 -5.04449 -0.12235  0.09
H52 1.97555 -4.65788 -1.48939  0.09
H53 2.18654 0.16623 1.48607  0.07
H54 1.25557 -0.97584 2.16224  0.07

=====

| no. | maximum force (hartree/bohr) |
| --- | --- |
| 1 | 0.0525 |
| 2 | 0.1524 |
| 3 | 0.0617 |
| 4 | 0.0419 |
| 5 | 0.0427 |
| 6 | 0.0529 |